Entry 1:
This record from OMol25 describes a molecular structure, C43H49FN10O2PRu. The level of theory is ωB97M-V with the def2-TZVPD basis set.

ORCA input file:
```
! wB97M-V def2-TZVPD RIJCOSX def2/J DEFGRID3
* xyz 1 5
Ru 0.849 1.621 0.089
O 7.003 -0.819 -1.689
C 5.978 -1.145 -1.101
O 5.446 -2.246 -0.834
C 5.109 0.016 -0.565
C 4.542 -0.080 0.709
C 3.464 0.720 0.988
N 2.970 1.556 0.060
C 3.631 1.828 -1.066
C 4.745 1.069 -1.400
C 3.033 2.945 -1.847
C 3.579 3.400 -3.034
C 2.990 4.484 -3.666
C 1.878 5.075 -3.092
C 1.386 4.545 -1.909
N 1.945 3.509 -1.299
C 2.658 0.716 2.226
C 3.085 0.169 3.422
C 2.270 0.275 4.537
C 1.052 0.930 4.434
C 0.674 1.433 3.205
N 1.451 1.319 2.126
H 4.876 -0.869 1.370
H 5.299 1.200 -2.319
H 4.450 2.921 -3.457
H 3.399 4.861 -4.594
H 1.395 5.928 -3.547
H 0.509 4.968 -1.433
H 4.049 -0.315 3.476
H 2.590 -0.141 5.483
H 0.402 1.050 5.289
H -0.266 1.944 3.051
F 0.690 1.271 -1.800
N -0.937 1.680 0.400
P -2.479 1.240 0.159
N -3.079 2.338 -0.890
C -4.492 2.265 -1.298
C -5.009 3.663 -1.605
C -4.249 4.281 -2.790
C -2.843 3.684 -2.916
C -2.250 3.366 -1.553
N -2.640 -0.311 -0.338
C -3.825 -1.152 -0.100
C -4.644 -1.386 -1.364
C -3.779 -1.895 -2.511
C -2.597 -0.960 -2.729
C -1.799 -0.802 -1.444
N -3.345 1.305 1.556
C -3.843 2.610 2.034
C -3.104 3.040 3.294
C -3.382 2.059 4.445
C -3.722 0.666 3.901
C -2.945 0.369 2.629
H -5.069 1.810 -0.490
H -4.603 1.623 -2.178
H -4.891 4.281 -0.712
H -6.078 3.615 -1.812
H -4.185 5.362 -2.654
H -4.799 4.117 -3.718
H -2.178 4.367 -3.445
H -2.868 2.761 -3.502
H -2.208 4.273 -0.938
H -1.237 2.987 -1.670
H -4.448 -0.687 0.660
H -3.472 -2.115 0.288
H -5.129 -0.451 -1.659
H -5.439 -2.096 -1.131
H -4.373 -1.993 -3.420
H -3.404 -2.895 -2.269
H -2.947 0.024 -3.060
H -1.935 -1.344 -3.508
H -0.963 -0.127 -1.591
H -1.390 -1.773 -1.145
H -4.916 2.535 2.233
H -3.712 3.344 1.242
H -3.399 4.054 3.567
H -2.036 3.077 3.061
H -4.209 2.421 5.056
H -2.513 2.003 5.104
H -4.790 0.590 3.683
H -3.501 -0.105 4.640
H -3.120 -0.656 2.309
H -1.869 0.456 2.828
N 4.009 -4.936 -0.340
C 4.261 -6.264 -0.085
C 5.372 -7.071 -0.324
C 5.269 -8.387 0.068
C 4.105 -8.891 0.680
C 3.013 -8.087 0.919
C 3.097 -6.747 0.532
N 2.171 -5.728 0.664
C 2.751 -4.686 0.134
C 2.148 -3.359 0.055
C 1.079 -3.010 0.888
C 0.633 -1.705 0.886
N 1.173 -0.764 0.100
C 2.103 -1.139 -0.780
C 2.639 -2.404 -0.822
H 4.669 -4.253 -0.689
H 6.267 -6.687 -0.794
H 6.104 -9.055 -0.099
H 4.075 -9.933 0.968
H 2.118 -8.467 1.392
H 0.662 -3.748 1.558
H -0.145 -1.371 1.566
H 2.478 -0.373 -1.443
H 3.458 -2.597 -1.498
*
```

Summary:
frontier orbital gap (alpha / beta): 6.415 / 5.226 eV
energy: -78967.6827 eV
LUMO level (alpha / beta): -3.5 / -4.7 eV

Atomic partial charges in e from the Löwdin method, atoms 1 to 2: 1.56, 0.04

=====

Entry 2:
This record from OMol25 describes H4N4O2S in the gas phase in a non-equilibrium geometry. The level of theory is ωB97M-V with the def2-TZVPD basis set.

ORCA input file:
```
! wB97M-V def2-TZVPD RIJCOSX def2/J DEFGRID3
* xyz 0 1
N 1.845 -0.013 0.367
N -1.547 -0.379 -0.529
N 0.750 -0.185 -0.402
N -0.408 -0.263 0.257
O 4.054 -1.021 0.237
O 3.701 1.472 -0.149
S 3.227 -0.150 -0.551
H -1.849 -1.392 -0.887
H -1.483 -0.003 -1.446
H 4.497 1.564 0.522
H -0.534 0.205 1.188
*
```

Summary:
frontier orbital gap: 9.601 eV
energy: -20951.1832 eV
energy relative to the best compared isomer or geometry (same formula, charge and spin): 16.9 kJ/mol
LUMO level: -0.2 eV

Atomic partial charges in e from the Löwdin method, atoms 1 to 2: -0.22, -0.02

=====

Entry 3:
This record from OMol25 describes a gas-phase ion, C5H7N2 (charge +1) in a non-equilibrium geometry. The level of theory is ωB97M-V with the def2-TZVPD basis set.

ORCA input file:
```
! wB97M-V def2-TZVPD RIJCOSX def2/J DEFGRID3
* xyz 1 1
C 2.578 0.366 -0.133
C 1.351 -0.099 0.023
C -0.144 0.901 0.228
N -1.082 -0.154 0.051
C -2.336 -0.032 -0.155
C -0.391 -1.419 0.056
N 0.866 -1.353 0.035
H 3.406 -0.309 -0.288
H 2.796 1.421 -0.124
H -0.105 1.279 1.247
H -0.220 1.698 -0.502
H -2.810 0.941 -0.175
H -2.950 -0.907 -0.320
H -0.960 -2.334 0.057
*
```

Summary:
frontier orbital gap (alpha / beta): 8.261 / 8.260 eV
energy: -8269.2947 eV
energy relative to the best compared isomer or geometry (same formula, charge and spin): 336.0 kJ/mol
structure (SMILES): C=C1C[N+](=C)C=N1
LUMO level (alpha / beta): -5.8 / -5.8 eV

Atomic partial charges in e from the Löwdin method, atoms 1 to 2: 0.14, -0.24